Below is a single C21H16BrClO molecule, with properties calculated with ωB97M-V with the def2-TZVPD basis set.

The geometry in XYZ format:
```
40
Properties=species:S:1:pos:R:3:forces:R:3:lowdin_charge:R:1
Cl 6.5858 -1.2381 -1.8219 0.0 0.0 0.1 0.66
Br -2.1783 1.0562 8.1094 0.0 0.1 0.0 0.73
O 0.7033 2.0849 -2.4142 0.5 -0.3 0.1 -0.01
C -1.0927 0.2263 -3.5693 2.9 -1.0 1.7 0.06
C 0.0355 -0.1577 -2.8512 -2.8 0.7 -1.7 -0.07
C 3.9580 -1.3159 -1.0925 0.4 0.3 -0.3 -0.09
C 4.6098 0.4440 -2.6283 -0.6 -0.6 0.6 -0.09
C -1.6784 -0.2149 5.6063 0.5 0.6 -0.8 -0.10
C -1.6762 2.2134 5.5497 0.2 -0.7 -0.8 -0.12
C -1.3417 -0.2507 4.2091 -0.2 0.9 2.3 -0.01
C -1.3689 2.1926 4.1885 0.2 -1.9 1.4 -0.01
C 0.4383 1.7128 1.7606 0.0 -0.1 -1.2 0.00
C -1.3347 0.1342 1.2471 0.9 0.2 -1.0 -0.02
C 2.6611 -0.8216 -1.1235 0.0 0.5 -0.4 -0.02
C 3.2844 0.9051 -2.6840 0.0 -0.1 0.2 0.00
C 0.8906 1.6338 0.4341 0.3 -0.2 0.8 -0.01
C -0.8312 0.0262 -0.0623 -0.6 0.3 0.2 0.00
C 4.9518 -0.6642 -1.8208 -0.9 0.9 -0.7 -0.67
C -1.7911 1.0306 6.2605 -0.1 -1.1 -0.9 -0.70
C -1.1068 0.9658 3.5487 -0.9 0.2 0.4 -0.20
C -0.6747 0.9675 2.1502 0.0 -0.3 0.0 -0.21
C 2.2954 0.2958 -1.8933 0.5 -0.1 -0.3 -0.15
C 0.2795 0.7916 -0.4813 -1.0 -1.2 0.0 -0.17
C 0.8244 0.7312 -1.9202 -0.3 0.8 0.2 -0.43
H -0.1957 2.3390 -2.1748 0.1 0.2 -0.1 0.09
H -1.5433 -0.4728 -4.2654 0.0 0.1 0.2 0.05
H -1.5124 1.2209 -3.4961 0.0 0.0 -0.1 0.05
H 0.3958 -1.1624 -2.9870 0.1 -0.3 0.0 0.10
H 4.2234 -2.2033 -0.5304 -0.1 0.1 0.1 0.11
H 5.3593 0.9219 -3.2302 0.3 0.1 -0.1 0.10
H -1.7733 -1.1282 6.2051 -0.1 0.3 -0.5 0.10
H -1.8007 3.1461 6.0269 -0.2 0.8 0.6 0.09
H -1.2133 -1.2149 3.7335 0.1 0.2 -0.1 0.11
H -1.2987 3.1110 3.6838 0.2 0.9 -0.8 0.10
H 0.9787 2.3416 2.4570 -0.1 -0.1 0.1 0.12
H -2.2256 -0.4182 1.5427 0.3 0.1 0.0 0.12
H 1.9119 -1.3218 -0.5396 -0.3 -0.2 0.2 0.12
H 3.0216 1.7326 -3.3624 0.2 -0.4 0.5 0.13
H 1.8105 2.1355 0.1462 -0.2 0.2 0.0 0.13
H -1.4144 -0.6087 -0.7437 0.6 0.3 0.1 0.11
```
Forces are in eV/Å.

Values from the calculation:
Charge: 0
LUMO level, eV: 0.5420
SMILES: C=C[C@](O)(c1ccc(Cl)cc1)c1ccc(-c2ccc(Br)cc2)cc1
Energy relative to the best compared isomer or geometry (same formula, charge and spin), kcal per mole: 0.0
HOMO, eV: -8.7

Below is a molecular structure, C21H16FN3O6Se3TbTe, with properties calculated with ωB97M-V with the def2-TZVPD basis set.

The geometry in XYZ format:
```
52
Properties=species:S:1:pos:R:3:forces:R:3:lowdin_charge:R:1
Tb 0.9199 -2.4624 -0.9524 -0.9 -0.4 -0.2 1.07
C -1.8045 1.7225 -0.5803 0.5 -0.6 0.6 -0.04
C -2.1774 0.5308 0.2443 0.6 -1.2 1.3 -0.24
C -2.4993 -0.7148 -0.3322 0.6 0.9 1.9 -0.06
C -2.6572 -1.8525 0.4193 0.2 -0.6 1.1 -0.10
C -2.5388 -1.7882 1.8198 -0.5 0.3 -1.1 -0.09
C -2.3635 -0.5605 2.4450 0.7 0.1 -1.4 -0.08
C -2.0953 0.5738 1.6626 -0.6 0.4 -0.7 -0.04
H -1.9205 1.4849 -1.6164 -0.2 0.2 -0.7 0.07
H -0.7770 2.0580 -0.4090 0.0 -0.3 0.1 0.08
H -2.4359 2.5063 -0.2514 -0.8 1.1 -0.2 0.07
H -2.4841 -0.8737 -1.3452 -0.1 0.2 -2.6 0.08
H -2.8080 -2.8127 -0.0914 0.0 0.4 0.3 0.06
H -2.5955 -2.7029 2.3625 -0.1 -0.4 0.6 0.10
H -2.2999 -0.5202 3.5029 0.1 0.1 0.9 0.09
H -1.8239 1.5366 2.1305 -0.2 -0.6 -0.2 0.12
Se 3.5594 -3.0047 -1.3768 0.3 -0.2 -0.1 -0.10
Se 2.4992 -5.1193 -1.1162 0.2 0.2 0.1 -0.22
Te 0.7783 -5.3900 -2.9424 0.4 -0.1 -0.4 0.23
Se -1.2235 -4.5356 -1.8225 -0.2 0.6 0.5 -0.29
F 3.0569 4.0111 -1.6662 -0.4 -0.2 -0.4 0.07
C 2.0585 3.5690 -2.4592 0.1 -0.5 -0.7 -0.15
C 1.9837 2.2770 -2.8652 -0.7 1.4 0.4 0.07
N 0.9352 1.8375 -3.6535 -0.8 1.5 -0.1 0.00
C 0.7650 0.4736 -4.0010 -0.2 -1.3 -0.3 -0.05
C 0.5523 -0.5556 -2.8684 0.8 0.0 -2.9 -0.70
O 0.4773 -1.7313 -3.2871 -0.2 -0.4 0.4 -0.15
O 0.5697 -0.2426 -1.6832 -0.1 0.8 2.0 -0.10
C -0.0434 2.7042 -4.1206 0.2 1.6 1.2 -0.44
O -1.0260 2.4137 -4.7466 -0.3 -0.6 -0.5 0.09
N 0.1409 4.0612 -3.7430 -1.1 -1.1 -0.9 0.21
C 1.1368 4.6002 -3.0244 1.9 -1.2 1.2 -0.46
O 1.2631 5.7833 -2.8834 0.1 1.3 0.3 0.10
H 2.6633 1.5126 -2.5728 0.5 -0.3 0.3 0.15
H 1.5937 0.1496 -4.6310 0.1 -0.3 0.2 0.15
H -0.1275 0.3931 -4.6180 0.0 0.1 -0.1 0.13
H -0.5577 4.7479 -4.0243 0.1 -0.6 -0.2 0.17
O 1.0104 1.2801 1.5122 0.5 0.2 -0.9 0.10
C 1.1301 0.1165 1.8002 -0.4 -0.4 0.4 -0.41
N 1.1768 -1.0322 1.0066 -0.2 0.1 -0.1 0.05
C 0.8698 -2.0813 1.7964 -0.2 -0.6 -0.4 -0.49
O 0.6832 -3.2346 1.3376 0.2 0.6 -0.1 -0.11
C 0.7341 -1.6891 3.2053 0.6 0.8 0.7 -0.11
C 0.4475 -2.3578 4.3605 0.0 0.9 1.2 0.01
C 0.4568 -1.5631 5.5525 -0.3 0.5 -1.9 -0.06
C 0.6613 -0.1692 5.5057 0.3 -0.5 0.6 -0.06
C 0.9708 0.4919 4.3036 -0.2 -1.1 1.3 0.00
C 1.0176 -0.3232 3.2288 -0.2 -0.5 -1.3 -0.12
H 0.1728 -3.3981 4.3669 0.1 -0.2 0.1 0.12
H 0.1605 -2.0277 6.4558 0.0 -0.3 0.9 0.08
H 0.6221 0.3775 6.4545 0.0 -0.1 -0.4 0.10
H 1.1921 1.5305 4.2107 -0.1 0.6 0.1 0.11
```
Forces are in eV/Å.

Values from the calculation:
2S+1: 7
Charge: -1
LUMO level (alpha / beta), eV: 2.0738 / 2.0773
Expectation value of S²: 12.680
Energy relative to the best compared isomer or geometry (same formula, charge and spin), kcal per mole: 0.0
HOMO (alpha / beta), eV: -4.4 / -4.4

Below is a molecular structure, C21H16I2N4O7Sc, with properties calculated with ωB97M-V with the def2-TZVPD basis set.

The geometry in XYZ format:
```
51
Properties=species:S:1:pos:R:3:forces:R:3:lowdin_charge:R:1
Sc 12.6650 10.1668 7.3950 -0.3 0.2 -1.5 1.12
I 13.3301 15.1967 6.1282 -1.0 0.6 0.2 1.03
C 14.6181 13.6407 6.2038 0.5 -1.4 -0.7 -0.69
C 15.8936 13.9072 5.6735 1.7 -1.7 -0.3 -0.23
C 16.8660 12.9140 5.5271 -1.6 -1.0 1.4 -0.65
I 18.8618 13.4022 5.1502 -0.4 -0.1 -0.2 0.94
C 16.4889 11.5558 5.9666 1.2 -0.6 -1.0 -0.15
C 17.3110 10.3712 5.7452 -1.7 0.1 2.0 0.04
C 16.9249 9.1260 6.2886 -1.4 2.1 -0.2 -0.01
C 15.6656 8.9721 6.8581 -0.6 3.0 0.5 -0.06
N 14.8568 10.0600 6.9584 -0.8 -1.0 0.2 0.01
C 15.1961 11.3083 6.5394 2.3 -0.2 -1.3 -0.16
C 14.2195 12.3314 6.5085 1.5 2.0 -0.3 -0.44
O 12.9918 12.0243 6.7228 -2.2 -1.6 1.1 -0.17
H 16.1440 14.8632 5.2674 -0.1 0.7 0.2 0.07
H 18.2774 10.4516 5.3132 0.6 0.2 -0.4 0.07
H 17.5036 8.2823 6.4011 1.8 -1.5 -0.6 0.09
H 15.3146 8.0929 7.3922 0.2 -0.1 -0.5 0.12
C 7.4723 10.4813 6.0593 1.1 -1.8 -0.5 -0.04
C 7.8601 11.0875 7.3995 0.3 2.3 -1.0 -0.57
C 7.3439 10.3713 8.5940 -1.2 -1.9 0.0 -0.04
C 7.4025 12.6211 7.3586 0.8 -1.1 0.2 0.00
C 9.3471 10.9570 7.4275 1.1 -1.4 0.8 -0.03
N 10.4121 10.5095 7.5798 -1.4 1.2 -0.4 0.19
H 6.4129 10.4301 5.8805 -0.5 0.2 0.2 0.10
H 7.8737 9.4195 5.9798 -0.5 1.2 0.1 0.12
H 7.9471 11.0515 5.2633 -0.1 0.0 -0.1 0.10
H 6.2803 10.6660 8.6833 0.5 -0.6 0.1 0.12
H 7.8480 10.6382 9.4887 0.4 0.5 0.9 0.08
H 7.4592 9.2451 8.4921 -0.4 1.3 0.0 0.10
H 6.3179 12.6980 7.2369 0.2 -0.2 0.6 0.10
H 7.7906 12.9707 6.4291 0.4 0.7 -0.6 0.07
H 7.8257 13.2449 8.1664 -0.5 -0.4 -0.2 0.10
O 11.8325 6.4785 5.5689 -0.1 -0.4 -0.7 0.16
C 11.9687 7.3358 6.3808 0.5 0.4 -0.3 -0.55
O 12.4348 8.5718 6.1805 -0.3 -0.5 0.5 -0.13
C 11.5562 7.1482 7.8133 0.5 0.1 2.1 -0.04
C 12.3849 7.8091 8.7758 -4.1 0.2 -0.2 0.05
C 11.6800 8.4144 9.8517 0.7 -2.2 -1.2 -0.15
C 10.4696 7.9257 10.3252 -0.1 1.7 0.1 0.11
C 9.7753 7.1326 9.4193 0.3 -0.3 1.1 -0.12
C 10.2949 6.6590 8.2403 0.6 1.1 -1.0 0.12
N 8.3519 6.8829 9.7017 -1.3 -0.4 1.0 -0.31
O 7.7227 6.2734 8.8312 0.6 1.1 1.7 0.10
O 7.9257 7.3280 10.7892 0.5 -1.0 -2.4 0.08
N 12.2897 9.5947 10.3447 1.6 0.7 1.1 -0.24
O 12.3193 9.7798 11.5217 -0.1 0.8 -0.5 0.23
O 12.8654 10.3718 9.4795 -1.0 -1.1 1.9 -0.04
H 13.4149 7.9663 8.6750 1.3 0.6 -0.6 0.11
H 10.0531 8.3370 11.2629 0.0 -0.3 -0.9 0.16
H 9.6153 6.0949 7.6174 0.3 0.1 -0.4 0.15
```
Forces are in eV/Å.

Values from the calculation:
Charge: +1
LUMO level, eV: -5.6512
HOMO, eV: -10.4

Below is a molecular structure, C21H16MoN6O4S2, with properties calculated with ωB97M-V with the def2-TZVPD basis set.

The geometry in XYZ format:
```
50
Properties=species:S:1:pos:R:3:forces:R:3:lowdin_charge:R:1
Mo 0.6330 -0.2042 -0.2483 -0.6 0.5 -0.6 1.81
O -3.0322 -1.7005 -1.2656 0.0 0.0 -0.1 0.22
C -2.1292 -1.1668 -0.7151 -0.1 0.1 0.0 -0.38
N -0.8888 -0.7737 -1.3226 0.8 0.0 0.4 -0.07
C -0.7658 -0.5560 -2.7499 0.0 0.2 0.1 -0.37
O -1.3250 -1.1713 -3.5917 0.0 -0.1 0.0 0.22
C 0.1087 0.6516 -2.9882 -0.1 -0.2 0.3 -0.18
C 0.2665 1.1984 -4.2279 -0.1 0.2 -0.2 0.05
C 0.9091 2.4381 -4.3202 -0.1 -0.1 -0.1 0.02
C 1.3617 3.0523 -3.1730 0.1 0.1 0.1 0.00
C 1.2354 2.3976 -1.9566 0.0 -0.1 0.0 -0.10
N 0.6191 1.2172 -1.8642 0.0 0.0 -0.2 -0.06
C -2.1421 -0.7276 0.7224 0.2 0.0 -0.3 -0.17
C -3.2173 -0.9151 1.5500 -0.1 0.0 0.1 0.06
C -3.1428 -0.3919 2.8373 -0.1 0.0 0.0 0.03
C -1.9997 0.2859 3.2345 0.0 0.0 0.1 0.00
C -0.9481 0.4142 2.3487 -0.1 0.0 -0.1 -0.09
N -1.0235 -0.0842 1.1052 -0.1 -0.1 0.2 -0.07
H -0.1588 0.6925 -5.0847 0.0 0.0 0.0 0.14
H 1.0312 2.9189 -5.2822 0.0 0.0 0.0 0.14
H 1.8462 4.0178 -3.2000 0.0 0.0 0.0 0.14
H 1.6425 2.8192 -1.0496 0.0 0.0 0.0 0.13
H -4.0859 -1.4406 1.1752 0.0 0.0 0.0 0.15
H -3.9728 -0.5089 3.5220 0.0 0.0 0.0 0.14
H -1.9151 0.7171 4.2218 0.0 0.0 0.0 0.13
H -0.0359 0.9271 2.6232 0.0 0.0 0.0 0.13
N 5.6336 -4.3569 -4.5508 0.0 0.1 0.1 0.16
C 5.2847 -3.3038 -3.7849 0.1 -0.2 -0.1 -0.28
C 5.7259 -3.2141 -2.4485 0.0 0.0 0.0 0.00
C 5.3803 -2.1419 -1.6708 -0.1 0.1 0.0 -0.04
C 4.5661 -1.1283 -2.2022 0.2 -0.3 -0.3 -0.34
C 4.1259 -1.1999 -3.5336 0.0 0.0 0.1 -0.05
C 4.4759 -2.2733 -4.3083 0.0 0.0 -0.1 -0.01
S 4.1424 0.1987 -1.2388 -0.4 0.0 0.3 0.66
O 3.7200 1.3032 -2.0350 -0.1 0.0 -0.1 -0.27
O 5.0396 0.3552 -0.1373 0.0 0.0 0.0 -0.31
N 2.6724 -0.3096 -0.4271 0.0 0.2 0.6 -0.25
C 2.7683 -0.8768 0.8289 0.3 -0.2 -0.3 -0.72
S 4.0196 -1.1239 1.9581 0.2 0.1 -0.1 1.18
C 2.8742 -1.8505 3.0281 0.0 0.0 0.2 -0.32
C 1.6276 -1.8378 2.5310 -0.1 0.2 -0.2 -0.19
N 1.5750 -1.2972 1.2532 0.0 -0.5 0.2 -0.17
H 6.2557 -5.0663 -4.2068 0.0 0.0 0.0 0.12
H 5.3766 -4.4046 -5.5204 0.0 0.0 0.0 0.12
H 6.3641 -3.9913 -2.0469 0.0 0.0 0.0 0.13
H 5.7621 -2.0664 -0.6609 0.0 0.0 0.0 0.11
H 3.5324 -0.3984 -3.9537 0.0 0.0 0.0 0.11
H 4.1503 -2.3274 -5.3397 0.0 0.0 0.0 0.12
H 3.1960 -2.2641 3.9717 0.0 0.0 0.0 0.10
H 0.7367 -2.2295 2.9947 0.0 0.0 0.0 0.13
```
Forces are in eV/Å.

Values from the calculation:
2S+1: 3
Charge: +2
LUMO level (alpha / beta), eV: -8.8366 / -8.1174
Expectation value of S²: 2.024
HOMO (alpha / beta), eV: -13.3 / -13.3

Below is a gas-phase ion, C21H16N3O (charge +1), with properties calculated with ωB97M-V with the def2-TZVPD basis set.

The geometry in XYZ format:
```
41
Properties=species:S:1:pos:R:3:forces:R:3:lowdin_charge:R:1
C 0.6389 0.2090 3.9148 0.1 -0.2 -1.3 -0.03
C 0.4547 0.3539 2.5252 -0.1 0.3 1.5 0.04
C -0.2973 1.4683 2.1475 0.1 -0.6 -1.1 -0.16
C -0.8243 2.3813 3.0397 0.0 0.1 1.7 -0.17
C -0.6577 2.2379 4.4461 0.7 -1.0 -0.4 0.03
C 0.0878 1.1216 4.8618 -0.3 0.5 -0.8 -0.04
N -1.4808 3.3095 2.2848 0.7 -1.2 -1.4 0.13
N -1.3845 3.0023 0.9846 0.2 -0.4 1.0 0.13
N -0.6951 1.8865 0.8849 -0.9 2.1 0.1 0.03
H 1.2282 -0.6439 4.2728 -0.3 0.4 -0.1 0.12
H 0.8244 -0.2908 1.7408 0.2 -0.3 0.3 0.12
H -1.0802 2.9446 5.1462 0.0 0.0 0.0 0.12
H 0.2793 0.9083 5.9186 -0.2 0.3 -0.4 0.12
H -1.9722 4.1281 2.5926 -0.2 0.3 -0.2 0.18
C -2.0699 -4.8490 -2.3263 0.8 0.8 0.2 -0.06
C -2.8846 -3.7408 -2.0458 -0.1 -0.1 0.0 -0.07
C -2.3278 -2.4858 -1.7780 0.5 -0.1 0.0 -0.02
C -0.9204 -2.2844 -1.7607 -1.3 -1.2 -0.2 -0.15
C -0.3643 -1.0012 -1.3455 0.4 0.6 1.2 -0.17
O 0.9996 -0.9794 -1.5086 -0.8 1.1 -0.6 0.05
C 1.6172 0.2543 -1.4218 0.0 0.2 -0.2 -0.17
C 0.9533 1.4197 -0.9943 0.0 0.0 -0.5 -0.13
C 1.6872 2.6188 -0.9476 0.3 -0.1 -0.4 -0.02
C 2.9737 2.6479 -1.5154 -0.2 0.6 0.7 -0.06
C 3.6183 1.4845 -1.9813 -0.9 0.6 0.2 -0.05
C 2.9376 0.2839 -1.8881 0.3 -0.1 -0.1 0.01
C -0.5319 1.4050 -0.7142 0.8 0.8 2.2 -0.09
C -1.0434 0.0277 -0.7267 -0.3 -0.6 -1.1 0.00
C -0.1226 -3.3715 -2.1675 0.2 -0.3 0.0 -0.01
C -0.6725 -4.6372 -2.4103 -0.8 0.1 -0.1 -0.06
H -2.5000 -5.8429 -2.4926 0.2 0.5 0.0 0.11
H -3.9792 -3.8673 -2.0443 0.7 0.2 0.0 0.11
H -2.9822 -1.6274 -1.6242 0.1 -0.3 0.1 0.11
H 1.2063 3.5071 -0.4630 0.6 -0.7 -0.8 0.13
H 3.4978 3.6092 -1.5537 -0.2 -0.4 0.0 0.11
H 4.6010 1.5653 -2.4492 -0.3 -0.2 0.3 0.12
H 3.4253 -0.6301 -2.2308 -0.4 0.1 0.1 0.13
H -1.1310 2.3402 -1.0845 1.0 -2.1 0.1 0.18
H -2.0259 -0.1440 -0.2745 0.2 0.0 -0.8 0.12
H 0.9487 -3.2399 -2.3247 -0.3 0.0 0.3 0.12
H -0.0313 -5.4792 -2.6865 -0.1 0.4 0.1 0.11
```
Forces are in eV/Å.

Values from the calculation:
Charge: +1
LUMO level, eV: -3.7720
SMILES: C1=C(c2ccccc2)Oc2ccccc2[C@@H]1[n+]1n[nH]c2ccccc21
HOMO, eV: -11.4

So what do the calculations give for largest force on an atom? Going down the list: 0.0679; 0.0581; 0.0799; 0.0191; 0.0473 hartree/bohr.